The following is a quantum chemistry calculation of 2 unconnected molecules or ions with the total composition C5H15NOS at a distorted geometry, from OMol25.

Each line ends with the Löwdin charge.
Element x y z (Å)
S -1.222 -2.284 -0.837  0.673
O 1.425 0.557 -2.414  -0.076
N -1.013 0.451 0.706  -0.081
C -1.835 0.449 -0.525  -0.307
C 0.413 0.803 0.463  -0.289
C 1.434 -0.797 2.077  -0.097
C -1.616 -0.608 -1.595  -0.494
C 1.247 0.708 1.711  -0.233
H -1.064 -0.439 1.177  0.051
H -1.868 1.425 -1.026  0.117
H 0.473 -1.178 2.428  0.061
H 2.067 0.327 -3.123  0.065
H -0.719 -0.339 -2.154  0.030
H 2.234 -0.991 2.782  0.060
H -2.233 -2.226 0.041  -0.154
H 0.650 1.256 2.444  0.106
H 0.748 0.193 -0.370  0.066
H -2.788 0.305 -0.002  0.104
H 0.499 1.811 0.047  0.110
H 1.688 -1.314 1.150  0.067
H -2.445 -0.712 -2.288  0.062
H 1.692 1.470 -2.197  0.055
H 2.234 1.132 1.505  0.103

As for the multiplicity: 1. The SMILES is CCCNCCS.O. The gap between HOMO and LUMO is 8.983 eV. Its highest occupied orbital energy is -8.5 eV. The value obtained for the energy relative to the best compared isomer or geometry (same formula, charge and spin) is 88.1 kJ/mol. As for the LUMO energy: 0.462 eV.

---

The following is a quantum chemistry calculation of C14H22N2OS in the gas phase, from OMol25.

Each line ends with the Löwdin charge.
Element x y z (Å)
S -0.362 -1.721 1.261  0.658
O -3.487 -0.218 0.057  -0.174
N -1.792 0.128 2.372  -0.014
N -0.492 0.814 0.554  0.003
C 3.059 0.444 -0.686  -0.244
C -2.910 -1.938 -1.480  -0.070
C 0.595 0.614 -0.372  -0.226
C -2.582 1.323 2.545  -0.188
C -0.918 -0.165 1.380  -0.865
C 3.745 1.446 -1.357  -0.049
C -3.952 1.270 1.854  -0.145
C -3.859 1.105 0.340  -0.242
C -3.272 -0.472 -1.313  -0.281
C 4.343 -1.200 -1.888  -0.083
C 1.972 0.769 0.295  -0.148
C 4.725 1.131 -2.283  -0.091
C 3.365 -0.884 -0.962  -0.038
C 5.025 -0.193 -2.550  -0.099
H -2.170 -0.703 2.806  0.115
H 5.255 1.920 -2.796  0.100
H -2.739 1.456 3.620  0.120
H -4.183 -0.227 -1.884  0.119
H -2.685 -2.149 -2.522  0.075
H -4.493 2.190 2.083  0.113
H -4.836 1.327 -0.121  0.125
H -3.737 -2.564 -1.156  0.077
H 4.575 -2.235 -2.092  0.102
H 3.516 2.483 -1.151  0.108
H 0.505 -0.399 -0.771  0.081
H 2.834 -1.668 -0.443  0.113
H 5.791 -0.440 -3.272  0.098
H 0.488 1.331 -1.190  0.127
H 2.085 1.790 0.670  0.114
H -4.519 0.425 2.246  0.119
H -2.457 0.170 -1.685  0.115
H -3.125 1.810 -0.085  0.120
H -2.023 2.190 2.184  0.110
H -0.693 1.770 0.806  0.126
H -2.043 -2.172 -0.869  0.018
H 2.014 0.078 1.139  0.101

As for the multiplicity: 1. The SMILES is CCOCCCNC(=S)NCCc1ccccc1. The gap between HOMO and LUMO is 8.633 eV. Its highest occupied orbital energy is -8.0 eV. The value obtained for the energy relative to the best compared isomer or geometry (same formula, charge and spin) is 81.4 kJ/mol. As for the LUMO energy: 0.634 eV.

---

The following is a quantum chemistry calculation of 3 unconnected molecules or ions with the total composition C4H14O2S at a distorted geometry, from OMol25.

Each line ends with the Löwdin charge.
Element x y z (Å)
S -2.058 1.091 0.240  0.757
O 2.893 -3.488 -4.132  -0.049
O -1.534 -2.069 6.847  -0.021
C 2.065 0.430 -0.349  -0.105
C -3.071 1.977 -0.968  -0.431
C 0.687 0.600 0.329  -0.336
C -0.402 1.392 -0.436  -0.531
H -0.310 2.498 -0.245  0.086
H -2.446 2.629 -1.640  0.058
H 0.207 -0.381 0.301  0.082
H 3.431 -3.902 -4.815  0.036
H 2.716 0.164 0.448  0.050
H 2.091 -0.482 -0.937  0.066
H -4.032 2.120 -0.489  0.023
H -1.648 -1.627 6.052  -0.007
H 2.420 1.324 -0.881  0.080
H -0.634 -2.173 7.127  0.028
H 2.316 -2.927 -4.625  0.013
H -0.312 0.886 -1.434  0.100
H 0.879 0.704 1.368  0.085
H -3.259 1.233 -1.758  0.017

As for the multiplicity: 1. The SMILES is CCCSC.O.O. The gap between HOMO and LUMO is 9.055 eV. Its highest occupied orbital energy is -8.3 eV. The value obtained for the energy relative to the best compared isomer or geometry (same formula, charge and spin) is 177.0 kJ/mol. As for the LUMO energy: 0.744 eV.

---

The following is a quantum chemistry calculation of a molecular structure, C33H45GeI2NO4SiW, from OMol25.

Each line ends with the Löwdin charge.
Element x y z (Å)
W -0.565 -0.152 0.436  1.743
I -6.548 -3.426 3.192  0.968
I -0.752 -4.838 2.797  1.004
Ge 1.757 -0.162 -1.385  1.096
Si -4.088 3.161 -0.805  0.547
O 0.838 1.208 -0.260  -0.473
O 1.436 -1.016 0.281  -0.464
O -0.034 -0.768 -1.642  -0.482
O -0.868 -2.039 1.079  -0.237
N -2.739 -0.462 0.558  0.032
C -3.650 0.429 0.190  -0.238
C -0.922 2.794 -0.199  -0.170
C 2.505 -3.074 0.844  -0.022
C -0.518 -0.623 -3.996  -0.026
C -3.143 1.490 -0.725  -0.264
C 1.418 3.375 0.569  -0.004
C 2.040 -1.339 2.598  -0.040
C -1.954 -1.946 -2.419  -0.013
C -0.595 1.381 5.725  -0.051
C -0.250 0.854 4.498  -0.008
C -3.114 -1.557 1.278  -0.145
C 2.451 -1.589 1.162  -0.645
C -5.368 -0.808 1.363  0.007
C -2.042 -2.424 1.561  -0.402
C 0.964 3.007 -1.871  -0.026
C -5.766 2.885 -1.587  -0.168
C -2.163 1.986 3.501  -0.017
C -1.711 2.205 5.843  -0.041
C -4.987 0.270 0.617  0.019
C -1.598 1.505 -0.661  -0.277
C 0.575 2.628 -0.449  -0.592
C -2.498 2.506 4.733  -0.051
C -4.236 3.918 0.893  -0.163
C -3.211 4.313 -1.995  -0.165
C -4.645 -2.966 2.481  -0.661
C -2.294 -3.541 2.317  -0.630
C 3.786 -0.914 0.878  -0.057
C 0.355 -2.743 -2.959  -0.029
C -0.743 0.631 2.092  -0.061
C -1.028 1.155 3.362  -0.269
C -4.421 -1.793 1.713  -0.198
C -3.606 -3.807 2.772  -0.205
C -0.537 -1.523 -2.769  -0.668
H -1.248 1.337 -1.682  0.077
H 2.798 -3.229 -0.197  0.090
H 2.482 3.241 0.370  0.093
H 2.008 -0.265 2.788  0.076
H 3.234 -3.576 1.482  0.098
H 1.200 3.010 1.574  0.085
H -3.251 4.145 1.309  0.026
H -0.021 -3.373 -3.765  0.097
H -5.714 1.020 0.351  0.089
H -1.150 0.254 -3.838  0.082
H -6.274 3.849 -1.668  0.043
H -3.962 4.878 -2.552  0.040
H 2.772 -1.789 3.270  0.103
H -2.563 5.037 -1.500  0.034
H 4.547 -1.301 1.556  0.100
H -1.972 2.615 6.810  0.115
H -6.396 -0.912 1.688  0.080
H -3.365 3.144 4.837  0.114
H -4.794 4.855 0.840  0.043
H 0.354 2.478 -2.607  0.084
H -6.448 2.205 -1.080  0.019
H -3.780 -4.695 3.363  0.084
H 0.830 4.078 -2.023  0.101
H -0.888 -1.160 -4.870  0.097
H -1.955 -2.557 -1.513  0.085
H -1.100 2.983 0.863  0.102
H 0.605 0.203 4.398  0.100
H 0.498 -0.286 -4.214  0.081
H -1.271 3.671 -0.747  0.085
H -4.761 3.262 1.591  0.030
H 0.384 -3.331 -2.040  0.093
H 4.127 -1.111 -0.141  0.065
H 1.374 -2.445 -3.219  0.075
H 1.191 4.442 0.531  0.100
H 0.001 1.150 6.598  0.115
H -3.408 1.092 -1.720  0.120
H 1.062 -1.775 2.804  0.065
H 1.526 -3.524 1.002  0.036
H -2.385 -2.532 -3.230  0.101
H -2.762 2.204 2.625  0.091
H 2.013 2.772 -2.058  0.080
H -5.627 2.512 -2.606  0.045
H 3.714 0.166 1.027  0.089
H -2.610 3.764 -2.725  0.043
H -2.586 -1.070 -2.256  0.075

As for the multiplicity: 2. The gap between HOMO and LUMO (spin up / spin down) is 7.071 / 5.579 eV. Its highest occupied orbital energy (spin up / spin down) is -10.3 / -10.6 eV. The value obtained for the energy relative to the best compared isomer or geometry (same formula, charge and spin) is 0.0 kJ/mol. As for the LUMO energy (spin up / spin down): -3.275 / -5.039 eV. Its total charge is +1.

---

The following is a quantum chemistry calculation of a molecular structure, C31H27Cl2LiN4O at a distorted geometry, from OMol25.

Each line ends with the Löwdin charge.
Element x y z (Å)
Cl 3.427 -5.532 -1.112  0.678
Cl -1.317 -8.094 0.047  0.608
O 1.787 -3.156 -1.205  -0.210
N -0.787 -2.883 -0.569  0.062
N -2.864 3.986 -0.162  0.175
N 0.171 0.172 -1.769  0.003
N -3.916 2.931 -1.814  0.182
C -4.758 3.910 -1.302  -0.207
C -0.267 -4.158 -0.687  -0.121
C 3.867 1.342 1.240  -0.057
C 0.456 1.239 -1.003  -0.105
C -6.076 5.864 0.199  -0.091
C -2.037 0.962 -2.084  0.005
C -1.029 -5.347 -0.332  -0.163
C -4.153 4.521 -0.197  -0.169
C 0.954 -6.712 -0.645  -0.106
C -0.487 2.225 -0.736  0.014
C -2.883 -3.869 0.176  -0.055
C 4.344 0.694 -2.517  -0.033
C 2.112 0.960 3.733  -0.066
C -1.092 -0.035 -2.182  -0.134
C 1.161 -4.237 -0.938  -0.471
C 3.390 0.140 1.732  -0.206
C -2.393 -5.145 0.023  -0.032
C -6.046 4.331 -1.743  0.005
C 3.082 -0.101 3.161  -0.416
C -1.784 2.071 -1.276  -0.119
C -6.643 5.339 -0.992  -0.087
C -0.381 -6.619 -0.389  -0.571
C -2.846 3.029 -1.108  -0.338
C 4.002 0.501 -1.030  -0.267
C -2.028 -2.784 -0.112  -0.143
C -4.751 5.599 0.508  -0.016
C 1.700 -5.509 -0.903  -0.574
C 3.561 -0.724 -0.579  -0.072
C 4.272 -0.334 4.034  -0.066
C 4.155 1.535 -0.086  -0.057
C 3.222 -0.867 0.738  -0.019
Li 0.896 -1.691 -1.179  0.601
H -3.007 -6.054 0.150  0.093
H 3.373 -1.534 -1.263  0.097
H 3.693 0.154 -3.163  0.059
H 2.856 -1.795 1.134  0.109
H 4.007 -0.407 5.087  0.079
H 1.498 1.422 -0.677  0.107
H 1.117 0.869 3.245  0.086
H -0.138 3.116 -0.300  0.096
H -3.036 0.776 -2.512  0.126
H 2.054 0.850 4.827  0.074
H 1.506 -7.621 -0.617  0.096
H 5.384 0.373 -2.758  0.095
H -2.438 -1.815 0.045  0.092
H 4.206 1.729 -2.781  0.064
H 4.519 2.519 -0.391  0.115
H -1.199 -0.928 -2.748  0.105
H -6.480 3.749 -2.500  0.093
H -6.647 6.588 0.767  0.100
H -7.623 5.690 -1.263  0.093
H -4.296 6.127 1.334  0.102
H 4.750 -1.279 3.745  0.092
H 2.462 -1.060 3.173  0.149
H 2.490 1.995 3.586  0.074
H 4.986 0.445 3.895  0.072
H 4.037 2.165 1.896  0.104
H -2.198 4.135 0.576  0.161
H -3.897 -3.764 0.570  0.108

As for the multiplicity: 1. The gap between HOMO and LUMO is 6.586 eV. Its highest occupied orbital energy is -7.2 eV. As for the LUMO energy: -0.580 eV.